13
Properties=species:S:1:pos:R:3:lowdin_charge:R:1 method="wB97M-V/def2-TZVPD" relative_energy_kcal_mol=7.9 e_lumo_ev=1.06 homo_ev=-9.6927 largest_force_ev_per_a=0.91 smiles="CC(C)C=O"
C -1.1732 -0.1274 -1.2941 -0.07
C 0.1065 -0.0557 -0.4614 -0.40
C 0.7986 1.3135 -0.5081 -0.06
C -0.1866 -0.3905 0.9909 -0.26
O 0.5646 -1.0201 1.6907 0.06
H -0.9360 -0.0514 -2.3552 0.08
H -1.6027 -1.1203 -1.1407 0.08
H -1.8517 0.6740 -1.0148 0.08
H 0.8145 -0.8397 -0.7067 0.13
H 1.1325 1.5256 -1.5248 0.08
H 0.1474 2.1154 -0.1739 0.08
H 1.7115 1.2606 0.0864 0.08
H -1.1608 -0.0665 1.4176 0.13


13
Properties=species:S:1:pos:R:3:lowdin_charge:R:1 method="wB97M-V/def2-TZVPD" relative_energy_kcal_mol=25.8 e_lumo_ev=1.12 homo_ev=-9.0415 largest_force_ev_per_a=1.55 smiles="C=COCC"
C -1.7303 0.6238 0.1367 0.01
C -1.4364 -0.5803 -0.2855 -0.24
O -0.2648 -1.2609 -0.1816 -0.10
C 0.8171 -0.6276 0.4477 -0.29
C 1.4690 0.4518 -0.3797 -0.09
H -1.0081 1.2110 0.6354 0.03
H -2.7510 0.9919 0.0685 0.06
H -2.1601 -1.2508 -0.7367 0.12
H 0.5385 -0.2592 1.4782 0.13
H 1.5520 -1.4468 0.6040 0.13
H 2.4066 0.7602 0.1343 0.09
H 0.8193 1.3344 -0.5681 0.07
H 1.7480 0.0525 -1.3533 0.08


13
Properties=species:S:1:pos:R:3:lowdin_charge:R:1 method="wB97M-V/def2-TZVPD" relative_energy_kcal_mol=79.9 e_lumo_ev=0.92 homo_ev=-8.5639 largest_force_ev_per_a=5.43
C 0.0609 -0.2567 1.6580 0.00
C 0.4416 -0.0127 0.4051 -0.23
C 1.6374 0.2810 -0.2950 -0.14
C -1.1934 -0.3363 -0.8557 -0.15
O -2.2899 0.3040 -0.4815 -0.02
H -0.9182 -0.4783 1.9292 0.03
H 0.8344 -0.3383 2.4261 0.06
H 2.5880 0.6513 0.1191 0.09
H 1.2690 0.9808 -1.1209 0.10
H 2.0304 -0.5364 -0.8306 0.06
H -0.8989 -0.1555 -1.8746 0.08
H -1.3015 -1.3318 -0.6069 0.06
H -2.2598 1.2290 -0.4723 0.08